(1)
{"formula": "C9H8N2O2", "method": "wB97M-V/def2-TZVPD", "symbols": ["C", "C", "C", "C", "C", "C", "C", "C", "C", "H", "H", "H", "H", "H", "H", "H", "H", "N", "N", "O", "O"], "positions_angstrom": [[-0.87377, -0.19788, -3.55620], [0.06529, -0.78594, -1.37598], [-0.06769, 0.53586, 0.46578], [-0.46176, 1.72946, 1.05769], [-0.26643, 1.92091, 2.40758], [0.38147, 0.94742, 3.18111], [0.76941, -0.24942, 2.61118], [0.54022, -0.46014, 1.24577], [0.95004, -1.71448, 0.60946], [-1.93955, -0.20512, -3.28449], [-0.74143, -0.50245, -4.60143], [-0.48346, 0.80812, -3.40868], [0.12536, -2.02334, -2.96172], [-0.93475, 2.46772, 0.43087], [-0.55104, 2.85169, 2.90005], [0.54527, 1.11996, 4.22923], [1.24677, -1.02744, 3.17772], [-0.12522, -1.09139, -2.68583], [-0.30336, 0.33443, -0.87922], [1.49350, -2.62830, 1.16069], [0.63112, -1.82969, -0.72358]], "largest_force_ev_per_a": 1.0, "e_lumo_ev": 0.448, "gap_ev": 8.866, "smiles": "CNc1nc2ccccc2c(=O)o1", "multiplicity": 1}


(2)
{"formula": "C21H27N4SbSe4SiY", "method": "wB97M-V/def2-TZVPD", "symbols": ["Y", "C", "N", "C", "C", "C", "C", "C", "C", "N", "C", "C", "C", "C", "C", "C", "N", "C", "C", "C", "C", "C", "N", "H", "H", "H", "H", "H", "H", "H", "H", "H", "H", "H", "H", "H", "H", "H", "H", "H", "H", "Se", "Sb", "Se", "Se", "Se", "C", "Si", "C", "C", "H", "H", "H", "H", "H", "H", "H", "H", "H"], "positions_angstrom": [[-0.48603, -0.91024, -0.29724], [2.26975, 0.88328, 1.07651], [1.16286, 0.10894, 1.64600], [0.44916, 0.94890, 2.61003], [-0.52991, 1.85024, 1.90980], [-0.67158, 3.18724, 2.24616], [-1.65292, 3.93379, 1.60475], [-2.46656, 3.30383, 0.67873], [-2.24882, 1.96375, 0.41094], [-1.28268, 1.25270, 0.98568], [1.65019, -1.11822, 2.27495], [0.49443, -1.97132, 2.74059], [0.68787, -2.91739, 3.72617], [-0.39591, -3.69040, 4.12594], [-1.62972, -3.44719, 3.55481], [-1.73381, -2.46605, 2.57958], [-0.68980, -1.75869, 2.15050], [2.75571, 0.34353, -0.24198], [4.10171, 0.27337, -0.55584], [4.46408, -0.17019, -1.81835], [3.47457, -0.52806, -2.71525], [2.15391, -0.43764, -2.31140], [1.79804, -0.00080, -1.10109], [3.10351, 0.94824, 1.79031], [1.90624, 1.90045, 0.90383], [1.15149, 1.52616, 3.22647], [-0.12268, 0.30546, 3.27640], [-0.02234, 3.62850, 2.99093], [-1.78367, 4.98545, 1.82477], [-3.25219, 3.83652, 0.16204], [-2.86938, 1.42824, -0.29523], [2.31695, -0.89497, 3.12217], [2.21715, -1.68707, 1.53121], [1.67033, -3.05244, 4.15959], [-0.27561, -4.46150, 4.87632], [-2.50722, -4.01504, 3.82834], [-2.67895, -2.24622, 2.10683], [4.84698, 0.54925, 0.17860], [5.50826, -0.24727, -2.09347], [3.72067, -0.89564, -3.70096], [1.34053, -0.73602, -2.95951], [-1.47279, -5.64184, -3.12076], [-1.40389, -3.74310, -1.57369], [0.98665, -3.28017, -0.58842], [-3.28652, -1.32104, -0.39494], [-3.45390, -3.70086, 0.04504], [-0.17792, 2.50126, -2.73318], [-1.18782, 0.85174, -2.69932], [-2.97240, 1.47965, -2.98673], [-0.81781, 0.11304, -4.42797], [-0.40561, 3.10727, -3.61836], [0.89641, 2.28889, -2.73834], [-0.38808, 3.11461, -1.84890], [-3.03853, 2.03116, -3.93119], [-3.31473, 2.15715, -2.19740], [-3.67806, 0.64618, -3.03206], [-1.16927, 0.78235, -5.22113], [-1.31395, -0.85208, -4.55232], [0.25361, -0.03969, -4.58894]], "largest_force_ev_per_a": 1.8, "e_lumo_ev": 1.944, "gap_ev": 4.898, "multiplicity": 1, "total_charge": -1}


(3)
{"formula": "C2H7NO", "method": "wB97M-V/def2-TZVPD", "symbols": ["C", "C", "N", "H", "H", "H", "H", "H", "H", "H", "O"], "positions_angstrom": [[1.61789, 0.99444, -0.13733], [0.41406, -0.58169, 1.08486], [0.52770, 0.00522, -0.03183], [2.47062, 0.80384, 0.52006], [1.84235, 1.03318, -1.19473], [1.23440, 1.94623, 0.24327], [-0.28715, -1.41016, 1.11073], [1.16141, -0.48361, 1.87492], [-2.39870, -0.53886, -1.59699], [-3.67227, -0.61395, -0.82087], [-2.91032, -1.15463, -1.05207]], "largest_force_ev_per_a": 1.6, "e_lumo_ev": 1.115, "gap_ev": 10.961, "smiles": "C=NC.O", "multiplicity": 1}


Taking the records one at a time from the top gives energy above the lowest of the compared OMol25 structures with the same formula, charge and spin values of 0.0 274.7 126.7 kJ/mol.